This record from the Open Molecules 2025 dataset describes a cluster of 2 separate species, CH2S3 in total in a non-equilibrium geometry. The level of theory is the ωB97M-V functional and the def2-TZVPD basis.

## Properties
DFT total energy = -33571.3644 eV
HOMO-LUMO gap (spin up / spin down) = 7.14 / 7.14 eV
net charge = 0
ΔE to the lowest compared entry with this formula, charge and spin = 80.0 kcal/mol

Last column: Mulliken charge in e.
Atoms and positions in Å:
C (0.54771, 0.35214, 0.41933)  -0.1306
S (-0.09414, 1.63507, -0.59413)  -0.0471
S (-0.27669, 1.35710, 1.41966)  -0.0263
S (-0.57146, -2.04859, -0.38279)  -0.2968
H (1.56422, 0.10393, 0.67248)  0.3699
H (-1.16964, -1.39965, -1.53455)  0.1310